Entry from OMol25: a 2-piece molecular cluster, C7H12 overall (ωB97M-V/def2-TZVPD).

Last column: Löwdin charge in e.
Geometry (Å):
C 0.45 0.73 1.81  0.042
C 1.39 0.25 1.02  -0.341
C 1.94 -0.90 0.30  -0.110
C 2.59 0.49 0.21  -0.102
H -0.36 0.09 2.17  0.059
H 0.44 1.77 2.13  0.058
H 1.40 -1.27 -0.57  0.076
H 2.46 -1.67 0.86  0.101
H 2.48 1.05 -0.72  0.099
H 3.54 0.64 0.72  0.099
C -0.71 0.14 -1.49  -0.043
C -1.69 -0.61 -1.02  -0.242
C -2.82 -0.11 -0.17  -0.122
H 0.09 -0.27 -2.11  0.053
H -0.64 1.20 -1.26  0.066
H -1.71 -1.68 -1.26  0.094
H -3.75 -0.05 -0.74  0.072
H -2.60 0.90 0.22  0.070
H -3.00 -0.78 0.68  0.070

The LUMO energy is 1.2 eV. The value obtained for the highest occupied orbital energy is -9.30 eV. The calculation puts the gap between HOMO and LUMO at 10.461 eV. The calculation puts the relative energy (zero: lowest compared OMol25 entry of this formula, charge and spin) at 2.642 eV. The structure (SMILES) is C=C1CC1.C=CC.